The molecule C6H11N at a distorted geometry, computed with ωB97M-V with the def2-TZVPD basis set.

Results
Spin multiplicity: 1
Frontier orbital gap (eV): 8.9
Highest occupied orbital energy (eV): -7.93
SMILES: C/N=C1/CC1(C)C

Geometry (Å):
N (1.87, -0.77, 0.38)
C (0.68, -1.01, 0.22)
C (-1.06, 0.50, -1.25)
C (-1.28, 0.47, 1.27)
C (-0.75, -0.23, 0.05)
C (2.33, 0.52, -0.16)
C (-0.57, -1.76, 0.18)
H (-1.15, -0.05, -2.23)
H (-1.92, -0.09, 1.84)
H (2.79, 0.42, -1.24)
H (-0.30, 0.83, 1.93)
H (-0.69, -2.39, -0.72)
H (3.18, 0.75, 0.43)
H (-0.24, 1.23, -1.43)
H (-1.96, 0.98, -1.27)
H (-0.80, -2.15, 1.12)
H (-1.76, 1.44, 0.96)
H (1.62, 1.29, -0.09)

=====

The molecule C5H9N at a distorted geometry, computed with ωB97M-V with the def2-TZVPD basis set.

Results
Spin multiplicity: 1
Frontier orbital gap (eV): 10.4
Highest occupied orbital energy (eV): -9.37
SMILES: C=NC(=C)CC

Geometry (Å):
N (1.77, 0.20, 0.58)
C (-0.43, -0.66, 0.68)
C (-0.02, 1.45, -0.78)
C (-2.09, -0.44, 0.38)
C (0.25, 0.43, 0.02)
C (2.60, -0.26, -0.28)
H (3.65, -0.42, 0.00)
H (-2.36, -0.87, -0.59)
H (-2.41, 0.59, 0.46)
H (0.79, 2.03, -1.19)
H (2.33, -0.44, -1.34)
H (-1.01, 1.66, -1.17)
H (-0.32, -0.62, 1.77)
H (-2.59, -1.01, 1.18)
H (-0.17, -1.64, 0.27)

=====

The molecule C4H3NOS at a distorted geometry, computed with ωB97M-V with the def2-TZVPD basis set.

Results
Spin multiplicity: 1
Frontier orbital gap (spin up / spin down) (eV): 8.5 / 5.9
Highest occupied orbital energy (spin up / spin down) (eV): -9.15 / -8.39

Geometry (Å):
S (-0.53, 2.53, -0.42)
O (-0.92, 2.75, -1.80)
N (-1.19, 1.10, 0.27)
C (1.01, -0.03, -0.13)
C (0.00, 0.89, -0.04)
C (-0.60, -1.75, 0.85)
C (0.49, -1.33, 0.40)
H (2.03, 0.17, -0.44)
H (1.20, -2.11, 0.13)
H (-1.48, -2.21, 1.19)

=====

A structure of composition C39H22BrF13P2RuSe3Te, computed with ωB97M-V with the def2-TZVPD basis set.

Results
Spin multiplicity: 5
Frontier orbital gap (spin up / spin down) (eV): 6.9 / 5.3
Highest occupied orbital energy (spin up / spin down) (eV): -13.93 / -14.37
Charge: +2

Geometry (Å):
Te (1.61, 3.21, -1.65)
Ru (-0.29, 0.12, 0.36)
Br (-0.39, -2.32, -0.54)
Se (3.29, 1.87, -0.33)
Se (2.13, -0.04, 0.21)
Se (-0.51, 2.46, -0.73)
P (-2.66, -0.07, 0.19)
P (-0.08, 0.03, 2.81)
F (5.72, 0.19, 6.19)
F (-5.92, -4.06, 0.83)
F (-2.60, -5.73, 5.25)
F (-1.46, -5.05, -0.20)
F (-3.97, -5.88, 0.38)
F (5.99, 1.92, 4.92)
F (-3.57, -5.53, 3.33)
F (6.44, -0.05, 4.17)
F (-2.45, 4.25, 7.45)
F (-3.95, 4.45, 5.91)
F (-1.62, -6.47, 3.46)
F (-5.40, -1.46, 0.68)
F (-2.14, 5.63, 5.81)
C (-4.19, 0.64, -4.07)
C (-2.42, 0.08, -2.56)
C (5.60, 0.65, 4.94)
C (-4.69, -3.66, 0.59)
C (-2.37, -5.49, 3.96)
C (-5.12, 2.52, 3.06)
C (-3.93, 2.23, 1.00)
C (-4.67, 3.03, 1.86)
C (-2.62, 4.43, 6.14)
C (-3.09, -1.84, 0.33)
C (-1.88, 3.50, 3.96)
C (-3.69, -4.60, 0.36)
C (1.62, 0.13, 3.45)
C (2.32, 1.30, 3.16)
C (-3.27, 0.31, -1.47)
C (-0.98, 1.16, 5.17)
C (-4.59, 0.69, -1.70)
C (-0.55, -3.99, 3.06)
C (-3.66, 0.90, 1.34)
C (-4.39, -2.30, 0.55)
C (-1.98, 3.33, 5.33)
C (-2.41, -3.02, 4.25)
C (3.60, 1.48, 3.65)
C (-2.88, 0.25, -3.85)
C (-2.40, -4.16, 0.07)
C (-1.75, -4.13, 3.75)
C (2.19, -0.85, 4.26)
C (-0.73, -1.59, 3.28)
C (4.18, 0.49, 4.44)
C (-0.91, 1.30, 3.78)
C (-4.13, 0.39, 2.55)
C (-1.90, -1.75, 4.02)
C (-1.35, 2.48, 3.18)
C (-4.85, 1.20, 3.41)
C (-0.05, -2.72, 2.83)
C (-2.13, -2.81, 0.06)
C (-5.04, 0.86, -3.00)
C (-1.52, 2.17, 5.94)
C (3.48, -0.67, 4.75)
H (-5.70, 3.14, 3.73)
H (-3.58, 2.63, 0.05)
H (-3.32, -3.14, 4.83)
H (-2.20, 4.42, 3.50)
H (-3.95, -0.65, 2.81)
H (0.90, -2.61, 2.30)
H (1.65, -1.75, 4.51)
H (-2.42, -0.88, 4.42)
H (4.15, 2.39, 3.44)
H (-1.26, 2.61, 2.11)
H (-1.39, -0.22, -2.40)
H (-6.07, 1.15, -3.17)
H (-1.58, 2.06, 7.01)
H (3.93, -1.42, 5.37)
H (-4.89, 4.05, 1.58)
H (1.86, 2.08, 2.57)
H (-4.56, 0.76, -5.08)
H (-0.02, -4.87, 2.71)
H (-0.58, 0.27, 5.65)
H (-5.27, 0.85, -0.87)
H (-2.22, 0.07, -4.69)
H (-5.22, 0.80, 4.34)

=====

A structure of composition C43H45I2LuNO2PSi at a distorted geometry, computed with ωB97M-V with the def2-TZVPD basis set.

Results
Spin multiplicity: 1
Frontier orbital gap (eV): 5.4
Highest occupied orbital energy (eV): -12.68
Charge: +2

Geometry (Å):
Lu (-1.10, 0.43, -0.28)
I (-3.09, -3.62, 7.81)
I (-1.00, -5.53, 5.26)
P (0.34, 2.18, 1.62)
Si (0.83, -1.90, -2.28)
O (-2.09, -1.23, 0.88)
O (0.29, -0.72, -1.30)
N (-1.16, -0.17, 1.85)
C (0.96, -1.11, -3.97)
C (-1.16, -5.30, -3.49)
C (2.45, -2.73, -1.79)
C (-2.72, -3.89, -2.13)
C (-1.67, -3.05, -1.89)
C (3.16, 2.71, 1.90)
C (1.30, 0.66, -5.51)
C (1.27, 4.06, -0.11)
C (-0.40, -3.24, -2.48)
C (2.09, 1.84, 2.08)
C (0.83, -1.95, -5.14)
C (-0.37, 3.17, 5.63)
C (-3.35, 2.12, -0.26)
C (4.64, 1.05, 2.80)
C (-3.86, 0.80, -0.38)
C (3.71, -1.89, -2.26)
C (-3.48, -0.06, -1.45)
C (-3.78, 3.04, 0.83)
C (-2.14, 1.80, -2.35)
C (-1.81, 1.32, 5.07)
C (-1.59, -0.01, 3.05)
C (0.76, -1.43, -6.42)
C (2.27, 0.53, 2.59)
C (2.33, -2.82, -0.29)
C (-2.46, -5.01, -2.93)
C (3.58, 0.14, 2.97)
C (0.15, 6.21, -0.35)
C (0.88, -0.06, -6.57)
C (-1.46, 2.37, 5.96)
C (-2.49, 2.62, -1.28)
C (-2.64, 0.43, -2.50)
C (0.15, 3.09, 4.34)
C (2.68, -4.23, -2.29)
C (-0.66, 5.92, 0.76)
C (-0.54, 4.70, 1.45)
C (-0.19, -4.34, -3.36)
C (0.42, 3.79, 0.98)
C (-1.18, 1.11, 3.82)
C (-1.65, -5.23, 7.33)
C (1.13, 5.27, -0.75)
C (4.44, 2.27, 2.11)
C (-0.31, 2.13, 3.38)
C (1.31, 0.18, -4.20)
H (2.06, -4.98, -1.79)
H (-1.56, -2.03, 0.90)
H (1.47, 0.86, -3.42)
H (-1.88, -2.16, -1.32)
H (-3.22, -5.75, -3.16)
H (-4.47, 0.39, 0.41)
H (0.43, -2.11, -7.16)
H (2.03, 3.36, -0.39)
H (4.63, -2.50, -2.03)
H (1.59, -3.57, -0.04)
H (2.93, 3.79, 1.82)
H (0.75, -4.51, -3.91)
H (-2.89, 3.54, 1.29)
H (-2.16, 2.42, 6.85)
H (3.76, -0.98, -1.73)
H (-3.72, -3.63, -1.74)
H (-4.40, 2.40, 1.55)
H (-0.74, -5.06, 7.92)
H (-2.13, -0.90, 3.54)
H (-0.91, -6.21, -4.03)
H (-2.21, -6.11, 7.55)
H (0.81, -3.00, -5.11)
H (-3.99, -1.05, -1.47)
H (3.74, -0.79, 3.52)
H (-1.23, 4.48, 2.22)
H (0.63, 0.39, -7.50)
H (-2.07, 3.68, -1.20)
H (-0.04, 7.07, -0.98)
H (1.36, -0.05, 2.88)
H (-2.46, -0.15, -3.39)
H (-4.41, 3.85, 0.37)
H (-2.68, 0.58, 5.36)
H (1.99, -1.90, 0.14)
H (5.27, 2.91, 1.80)
H (2.60, -4.26, -3.42)
H (0.17, 3.79, 6.39)
H (1.66, 5.57, -1.66)
H (0.87, 3.76, 3.87)
H (3.62, -1.74, -3.29)
H (1.47, 1.75, -5.59)
H (5.58, 1.00, 3.34)
H (-1.32, 6.68, 1.24)
H (3.73, -4.43, -2.00)
H (-1.62, 2.19, -3.19)
H (3.33, -3.00, 0.13)

=====

A structure of composition C38H60FGeN5PbSSeSi2 at a distorted geometry, computed with ωB97M-V with the def2-TZVPD basis set.

Results
Spin multiplicity: 1
Frontier orbital gap (eV): 5.8
Highest occupied orbital energy (eV): -12.28
Charge: +2

Geometry (Å):
Pb (0.16, -0.30, 0.05)
Se (-1.61, 1.96, -2.20)
Ge (-3.84, 1.55, -4.66)
S (-0.34, 2.77, 1.02)
Si (3.00, 1.04, -2.05)
Si (3.83, -0.27, 0.85)
F (-6.03, -0.60, 1.16)
N (-2.08, 4.69, 1.57)
N (0.02, 4.96, 2.51)
N (-0.63, -2.54, 0.88)
N (0.49, -0.65, 2.49)
N (1.16, -2.02, -1.46)
C (1.44, 0.06, 4.55)
C (-3.13, 3.81, 1.07)
C (-0.83, 4.23, 1.75)
C (1.37, -1.24, 5.04)
C (2.42, -1.59, -1.29)
C (-2.11, -4.40, 0.63)
C (-3.70, 2.00, -6.55)
C (4.77, 0.83, -2.63)
C (2.79, 2.76, -1.38)
C (-4.30, -0.56, -0.42)
C (1.88, 0.63, -3.49)
C (-1.92, -4.73, 1.96)
C (-1.96, 1.33, -4.02)
C (-4.72, 2.94, -3.60)
C (1.01, 0.30, 3.26)
C (3.41, -1.78, 1.88)
C (-2.95, -0.43, -0.69)
C (3.63, 1.38, 1.71)
C (1.92, -3.97, -2.59)
C (-0.46, -2.85, 2.17)
C (-2.08, -0.14, 0.35)
C (-1.09, -3.95, 2.74)
C (5.63, -0.41, 0.35)
C (3.49, -2.36, -1.76)
C (1.45, 4.69, 2.53)
C (-2.52, 0.02, 1.65)
C (-3.87, -0.13, 1.93)
C (-4.69, -0.19, -4.39)
C (0.92, -3.17, -2.09)
C (0.79, -2.22, 4.25)
C (0.32, -1.89, 2.99)
C (-1.45, -3.29, 0.14)
C (-4.74, -0.43, 0.89)
C (-0.44, 5.85, 3.58)
C (-0.91, 3.69, -2.73)
C (2.66, -0.27, -0.67)
C (3.23, -3.56, -2.40)
C (-2.39, 6.12, 1.45)
H (1.80, 2.92, -0.96)
H (5.86, -1.30, -0.24)
H (-0.66, 4.24, -1.83)
H (-4.69, 2.10, -7.00)
H (1.97, 1.39, -4.27)
H (-0.23, 6.90, 3.34)
H (1.70, 3.95, 3.30)
H (-4.26, -0.03, 2.93)
H (-3.10, 3.72, -0.02)
H (-0.03, 3.56, -3.35)
H (-1.68, 4.22, -3.29)
H (-1.84, 0.28, 2.45)
H (1.97, 5.62, 2.77)
H (-0.98, -4.16, 3.79)
H (-2.43, -5.58, 2.40)
H (-5.78, 2.97, -3.86)
H (0.84, 0.58, -3.19)
H (4.87, 1.30, -3.61)
H (4.41, 2.07, 1.38)
H (-1.61, -2.96, -0.88)
H (-3.03, 2.82, 1.49)
H (4.50, -2.01, -1.61)
H (-5.77, -0.13, -4.55)
H (-2.77, -4.97, -0.01)
H (-2.89, 6.28, 0.49)
H (4.06, -4.16, -2.76)
H (5.47, 1.32, -1.95)
H (3.59, -1.59, 2.94)
H (-4.64, 2.73, -2.54)
H (2.95, 3.48, -2.19)
H (-1.71, 0.27, -4.06)
H (5.07, -0.22, -2.74)
H (-3.18, 2.95, -6.69)
H (3.54, 2.97, -0.61)
H (1.73, -1.48, 6.03)
H (-1.49, 5.72, 3.77)
H (-0.12, -3.47, -2.19)
H (5.96, 0.46, -0.21)
H (-1.48, 6.71, 1.45)
H (-3.16, 1.22, -7.09)
H (1.84, 0.86, 5.15)
H (6.22, -0.46, 1.26)
H (-2.60, -0.55, -1.71)
H (-1.27, 1.85, -4.68)
H (-5.02, -0.77, -1.20)
H (3.75, 1.27, 2.80)
H (2.66, 1.85, 1.51)
H (-3.05, 6.46, 2.24)
H (1.78, 4.33, 1.57)
H (-4.28, -0.93, -5.09)
H (-4.53, -0.55, -3.37)
H (2.37, -2.09, 1.76)
H (2.15, -0.33, -3.93)
H (0.72, -3.23, 4.61)
H (1.69, -4.90, -3.09)
H (-4.29, 3.92, -3.80)
H (4.03, -2.63, 1.59)
H (1.04, 1.29, 2.83)
H (0.11, 5.60, 4.49)
H (-4.09, 4.24, 1.37)

=====

A cluster of 2 separate species, C4H12 in total at a distorted geometry, computed with ωB97M-V with the def2-TZVPD basis set.

Results
Spin multiplicity: 1
Frontier orbital gap (eV): 12.1
Highest occupied orbital energy (eV): -10.95
SMILES: CC.CC

Geometry (Å):
C (-0.14, 2.73, 0.32)
C (0.59, -2.08, 0.22)
C (-0.63, 1.30, 0.68)
C (0.20, -1.84, -1.24)
H (-0.41, 2.91, -0.74)
H (0.50, -1.21, 0.88)
H (0.77, 2.86, 0.90)
H (0.13, 0.86, 1.30)
H (-0.39, -2.78, -1.45)
H (-0.61, 0.53, -0.23)
H (-0.43, -1.06, -1.52)
H (-0.01, -2.87, 0.67)
H (-1.72, 1.25, 0.86)
H (1.18, -1.91, -1.81)
H (1.59, -2.55, 0.31)
H (-0.75, 3.37, 0.90)

=====

A cluster of 2 separate species, C4H12N4O2 in total at a distorted geometry, computed with ωB97M-V with the def2-TZVPD basis set.

Results
Spin multiplicity: 1
Frontier orbital gap (eV): 9.4
Highest occupied orbital energy (eV): -8.64
SMILES: CN=C(N)N.CNC(=O)O

Geometry (Å):
O (0.84, -1.77, -1.52)
O (1.28, -2.13, 0.64)
N (-0.81, -1.66, 0.13)
N (1.53, 1.46, -1.38)
N (-0.38, 1.65, -0.15)
N (1.73, 0.99, 0.79)
C (0.86, 1.30, -0.21)
C (0.47, -1.74, -0.36)
C (-1.96, -1.49, -0.71)
C (-1.06, 1.73, 1.13)
H (1.35, 1.04, 1.72)
H (2.02, 0.60, -1.62)
H (-1.68, -1.19, -1.72)
H (-2.60, -0.72, -0.27)
H (-0.96, 2.74, 1.54)
H (-0.70, 1.00, 1.86)
H (-2.12, 1.54, 0.97)
H (-0.91, -1.84, 1.11)
H (0.87, 1.66, -2.12)
H (2.15, -2.20, 0.20)
H (-2.51, -2.44, -0.74)
H (2.61, 1.49, 0.70)

=====

A structure of composition C4H10N2OP at a distorted geometry, computed with ωB97M-V with the def2-TZVPD basis set.

Results
Spin multiplicity: 1
Frontier orbital gap (eV): 6.9
Highest occupied orbital energy (eV): -2.82
Charge: -1

Geometry (Å):
P (-0.63, -0.03, 1.52)
O (1.04, 0.54, 2.43)
N (0.87, -0.62, 1.11)
N (-1.47, -0.64, -0.01)
C (-0.81, 1.86, 1.18)
C (-0.70, -0.55, -1.23)
C (0.67, -1.20, -1.22)
C (1.43, -0.43, -0.15)
H (-1.28, -0.88, -2.15)
H (0.52, -2.28, -1.06)
H (-1.82, 2.00, 0.83)
H (1.21, -1.07, -2.09)
H (0.09, 2.11, 0.61)
H (-2.17, -1.44, 0.13)
H (-0.40, 2.07, 2.19)
H (2.53, -0.59, -0.11)
H (1.45, 0.61, -0.48)
H (-0.53, 0.55, -1.48)

=====

A structure of composition C35H26MnN7O5 at a distorted geometry, computed with ωB97M-V with the def2-TZVPD basis set.

Results
Spin multiplicity: 1
Frontier orbital gap (spin up / spin down) (eV): 7.0 / 7.1
Highest occupied orbital energy (spin up / spin down) (eV): -14.24 / -14.30
Charge: +2

Geometry (Å):
Mn (0.64, 0.00, -0.12)
O (0.33, 2.12, -0.47)
O (-5.31, 1.13, -3.55)
O (-4.57, 0.50, -5.48)
O (2.64, 0.31, 0.39)
O (-0.41, -5.64, -3.10)
N (0.33, 0.81, 1.51)
N (-1.34, -0.12, -0.52)
N (-2.07, -4.57, -1.98)
N (-4.45, 0.69, -4.29)
N (1.00, -2.05, -0.46)
N (0.72, 0.13, -2.16)
N (0.49, -0.45, 1.86)
C (-1.38, 2.32, 5.31)
C (-2.07, 0.56, -4.55)
C (-1.64, 0.14, -1.81)
C (-3.11, 0.48, -3.70)
C (-0.77, -4.87, -2.25)
C (0.41, 0.49, -4.90)
C (-0.76, 2.46, 2.99)
C (1.65, 0.34, -4.35)
C (-2.96, 0.23, -2.29)
C (4.20, -0.31, 2.16)
C (-1.14, 4.55, 1.70)
C (4.38, -0.93, 3.39)
C (-0.52, 0.25, -2.70)
C (-3.99, 0.01, -1.36)
C (2.45, -3.96, -0.53)
C (-1.23, 3.79, 2.93)
C (-3.67, -0.27, -0.05)
C (-0.64, 4.07, 0.54)
C (-1.85, 3.63, 5.26)
C (0.07, -2.79, -1.08)
C (-2.33, -0.33, 0.34)
C (1.49, -4.70, -1.20)
C (1.76, 0.16, -2.96)
C (-1.78, 4.36, 4.08)
C (2.92, -0.18, 1.67)
C (2.02, -1.30, 3.59)
C (0.26, -4.10, -1.46)
C (-0.72, 0.44, -4.07)
C (3.44, 1.42, -0.07)
C (1.82, -0.65, 2.39)
C (3.30, -1.44, 4.09)
C (-0.22, 1.93, 1.76)
C (-0.83, 1.73, 4.18)
C (2.17, -2.65, -0.19)
C (-0.16, 2.72, 0.51)
H (-1.43, 1.76, 6.23)
H (2.84, 1.96, -0.80)
H (-2.27, 4.08, 6.14)
H (5.05, 0.05, 1.60)
H (-2.32, -4.27, -1.06)
H (-2.14, 5.38, 4.06)
H (1.67, -5.71, -1.52)
H (2.55, 0.36, -4.95)
H (-1.51, 5.56, 1.73)
H (-2.74, -5.16, -2.45)
H (-2.25, 0.73, -5.61)
H (3.46, -1.94, 5.04)
H (4.36, 1.05, -0.52)
H (1.16, -1.68, 4.13)
H (-4.45, -0.46, 0.68)
H (3.41, -4.37, -0.28)
H (2.92, -2.05, 0.30)
H (3.67, 2.08, 0.77)
H (-2.05, -0.55, 1.36)
H (0.29, 0.63, -5.97)
H (5.38, -1.04, 3.79)
H (-0.87, -2.30, -1.31)
H (-0.45, 0.72, 4.21)
H (-5.02, 0.06, -1.67)
H (-0.58, 4.67, -0.36)
H (2.73, 0.02, -2.50)